# 1
C7H16BrN2 | wB97M-V/def2-TZVPD

The total energy is -2959.4586 hartree. The energy above the lowest of the compared OMol25 structures with the same formula, charge and spin comes out at 285.8 kJ/mol. The HOMO energy is -11.98 eV. The strongest force on any atom is 5.38 eV Å⁻¹. The total charge is +1.

Each line ends with the Löwdin charge.
Atoms and positions in Å:
C: -1.672393 -0.820244 -0.708664  -0.232
C: 0.186050 -2.269075 -0.307504  0.075
C: -1.156203 0.339382 -0.015340  -0.187
C: 1.086187 -0.219375 0.519514  -0.634
C: 0.954870 -0.100643 1.969241  -0.168
C: 0.531217 0.703718 -1.715579  -0.040
C: 0.380200 2.142504 0.360568  0.003
N: -1.193093 -2.078930 -0.306040  -0.046
N: 0.216380 0.794660 -0.242480  -0.374
Br: 2.961254 -0.273455 -0.195046  0.729
H: -2.822494 -0.852838 -0.589714  0.178
H: -1.493076 -0.597419 -1.825301  0.148
H: 0.600151 -2.129051 -1.270629  0.065
H: 0.581084 -3.073663 0.275835  0.104
H: -1.757212 1.234479 -0.275926  0.155
H: -1.116265 0.123453 1.123318  0.143
H: 0.957507 0.898783 2.572102  0.123
H: 1.711698 -0.698720 2.433118  0.072
H: -0.078226 -0.477766 2.301645  0.102
H: 1.432733 1.340302 -1.878863  0.095
H: 0.631296 -0.284382 -2.012357  0.041
H: -0.428005 1.237281 -2.208730  0.167
H: 0.041782 2.136860 1.396580  0.098
H: 1.391589 2.532099 0.316503  0.116
H: -0.266915 2.782214 -0.252648  0.118
H: -1.680128 -2.390168 0.536399  0.149

Forces on atoms 1 to 2 (eV/Å):
-2.7 0.0 -3.6
-1.4 2.4 0.7

***

# 2
C7H16Cl2N2O3PSm | wB97M-V/def2-TZVPD

The total energy is -2530.8130 hartree. The multiplicity is 6. As for the expectation value of S²: 8.76. The energy above the lowest of the compared OMol25 structures with the same formula, charge and spin comes out at 113.2 kJ/mol. The HOMO energy (spin up / spin down) is -16.16 / -16.12 eV. The strongest force on any atom is 7.61 eV Å⁻¹. The total charge is +2.

Each line ends with the Löwdin charge.
Atoms and positions in Å:
C: 0.306896 2.908585 1.760799  -0.017
C: 0.421651 1.658961 1.089513  -0.337
H: 1.268903 3.459193 1.789710  0.152
H: -0.110108 2.713466 2.768984  0.149
H: -0.448180 3.492458 1.201788  0.111
O: 1.155293 0.674963 1.053369  0.001
Cl: -1.816490 0.960569 1.132859  0.293
Sm: -0.501435 -1.157895 0.279407  1.039
P: -0.352679 0.994558 -1.784439  0.676
C: 0.866636 0.939790 -3.102241  -0.259
C: -1.881469 0.458516 -2.641872  -0.244
H: -1.494450 2.915372 -0.912317  0.036
H: -0.966743 3.137045 -2.615287  0.074
H: 0.239162 3.271013 -1.299457  0.060
C: -0.675660 2.762892 -1.626626  -0.265
H: -2.763079 0.377324 -1.995986  0.054
H: -2.078209 1.194939 -3.420157  0.064
H: 0.538018 1.610214 -3.904604  0.073
H: 0.930873 -0.093027 -3.461296  0.058
H: -1.694991 -0.513132 -3.100828  0.051
H: 1.840862 1.270905 -2.719299  0.064
C: 1.618063 -1.300018 -1.006515  -0.066
O: 2.694824 -1.258722 -1.413288  0.178
Cl: -1.418072 -3.215223 -0.852040  -0.100
N: 0.187623 -4.237404 2.334232  0.217
C: 0.461970 -3.022601 2.834171  -0.559
N: 1.009665 -2.918111 4.059944  0.218
O: 0.235979 -1.952657 2.171229  -0.230
H: 0.353525 -5.072521 2.901893  0.150
H: -0.274193 -4.323170 1.432177  0.072
H: 1.130170 -1.984715 4.436135  0.139
H: 1.215644 -3.751568 4.610040  0.146

Forces on atoms 1 to 2 (eV/Å):
-0.6 2.0 -0.7
3.1 -6.7 1.9

***

# 3
C7H16ClN2O2P | wB97M-V/def2-TZVPD

The total energy is -1337.8092 hartree. The HOMO energy (spin up / spin down) is -9.42 / -8.46 eV. The strongest force on any atom is 1.42 eV Å⁻¹.

Each line ends with the Löwdin charge.
Atoms and positions in Å:
C: 1.402895 -1.677956 0.010743  -0.217
C: -0.451311 -3.200214 0.200947  -0.182
C: 2.348564 -2.886093 0.015723  -0.191
C: 0.556419 -4.359886 0.169009  -0.189
C: -0.534212 3.820591 0.903752  -0.066
C: -1.478419 2.995105 -1.281808  -0.077
C: -0.533557 2.656173 -0.125857  -0.579
N: 0.139681 -2.109368 -0.532458  -0.322
N: -0.845964 1.485651 0.587665  0.102
O: -2.106437 -1.617550 -1.764524  -0.402
O: 1.787940 -3.965862 0.722307  -0.129
P: -0.835065 -1.020424 -1.365780  0.379
Cl: 0.306340 -0.613030 -2.994158  0.296
H: 1.275315 -1.307862 1.034618  0.127
H: 1.800525 -0.878200 -0.612890  0.092
H: -1.388090 -3.483196 -0.280564  0.115
H: -0.638942 -2.920596 1.244998  0.131
H: 2.564411 -3.185277 -1.022673  0.130
H: 3.282524 -2.638231 0.522892  0.128
H: 0.198848 -5.195400 0.772739  0.128
H: 0.693830 -4.688612 -0.872008  0.131
H: 0.117160 3.575175 1.737298  0.070
H: -0.178282 4.724391 0.418118  0.075
H: -1.541447 3.982471 1.279075  0.075
H: -1.246043 3.972432 -1.690923  0.073
H: -2.513819 3.006507 -0.937231  0.079
H: -1.382141 2.247538 -2.069775  0.056
H: 0.496058 2.557672 -0.497658  0.126
H: -1.854997 1.372656 0.674021  0.042

Forces on atoms 1 to 2 (eV/Å):
0.6 -0.2 0.2
0.0 -0.8 0.1

***

# 4
C7H16CuIO5 | wB97M-V/def2-TZVPD

The total energy is -2590.6091 hartree. The multiplicity is 2. As for the expectation value of S²: 0.75. The energy above the lowest of the compared OMol25 structures with the same formula, charge and spin comes out at 39.8 kJ/mol. The HOMO energy (spin up / spin down) is -3.78 / -3.73 eV. The strongest force on any atom is 3.11 eV Å⁻¹. The total charge is -1.

Each line ends with the Löwdin charge.
Atoms and positions in Å:
Cu: -0.263024 -0.983289 0.316040  0.154
C: 3.651236 -0.742039 1.554420  -0.108
C: 3.098196 -2.159349 1.653150  -0.355
O: 2.034246 -2.522369 0.828370  0.001
H: 2.868576 -0.007369 1.743670  0.068
H: 4.024646 -0.494749 0.560690  0.066
H: 4.592266 -0.643979 2.095670  0.066
H: 2.950076 -2.317589 2.721380  0.118
H: 3.976616 -2.766379 1.434060  0.111
C: -0.068584 -0.286869 -3.197650  -0.114
C: -0.269214 -1.880499 -2.947950  -0.433
O: 0.176196 -2.322829 -1.667750  -0.387
H: 0.945776 0.082151 -3.349250  0.043
H: -0.355144 0.398051 -2.399610  0.006
H: -0.645534 0.024711 -4.068370  0.038
H: 0.339936 -2.469429 -3.633660  0.067
H: -1.306054 -2.087779 -3.212710  0.061
I: -1.646174 -2.064229 2.744790  -0.327
C: -2.591324 1.873791 -1.537850  -0.071
O: -2.637574 2.432061 -0.251010  -0.009
C: -1.706714 2.034901 0.681250  -0.516
O: -0.828834 1.193871 0.529160  0.049
O: -2.180884 2.480001 1.833070  0.004
C: -1.603524 2.094971 3.063150  -0.056
H: -3.386734 2.294131 -2.153260  0.089
H: -2.855174 0.816541 -1.564170  0.105
H: -1.660554 2.086021 -2.063900  0.086
H: -0.542084 1.860451 3.143440  0.100
H: -2.146494 1.211881 3.399940  0.055
H: -1.964144 2.865221 3.744880  0.089

Forces on atoms 1 to 2 (eV/Å):
-0.2 -1.5 -0.7
-0.2 0.4 -1.3

***

# 5
C7H16N | wB97M-V/def2-TZVPD

The total energy is -330.7122 hartree. The energy above the lowest of the compared OMol25 structures with the same formula, charge and spin comes out at 305.5 kJ/mol. The HOMO energy is -12.09 eV. The strongest force on any atom is 2.79 eV Å⁻¹. The total charge is +1.

Each line ends with the Löwdin charge.
Atoms and positions in Å:
C: -0.794410 -0.358153 -2.668547  -0.093
C: -2.002472 -0.453887 -1.730028  -0.202
C: -1.840506 -1.420379 -0.480392  -0.127
C: -0.414820 -1.236998 0.063300  -0.299
C: 0.557523 -2.139415 -0.219396  0.243
C: -0.120235 0.018204 0.631168  0.105
C: -1.074603 0.770936 1.565768  0.010
N: 4.210463 3.021669 2.574122  0.005
H: -1.021601 0.167853 -3.592411  0.082
H: 0.067173 0.090644 -2.174869  0.067
H: -0.512343 -1.335206 -3.082990  0.086
H: -2.922208 -0.824732 -2.194355  0.121
H: -2.596028 -1.151782 0.261145  0.116
H: -1.924644 -2.457103 -0.803330  0.117
H: 1.612241 -1.933380 -0.045765  0.110
H: 0.305793 -3.149295 -0.540140  0.114
H: 0.899400 0.376187 0.777461  0.141
H: 4.951331 3.705973 2.585420  0.006
H: -1.849496 1.230013 0.947043  0.106
H: -1.431054 -0.000651 2.251848  0.123
H: -0.466044 1.543023 2.006439  0.089
H: -2.081245 0.517961 -1.243270  0.092
H: 4.159177 2.483035 3.418026  -0.003
H: 4.288608 2.535482 1.693752  -0.007

Forces on atoms 1 to 2 (eV/Å):
-0.4 -1.0 -0.5
0.6 -0.6 1.2

***

# 6
C7H16N2O2S | wB97M-V/def2-TZVPD

The total energy is -934.3910 hartree. The energy above the lowest of the compared OMol25 structures with the same formula, charge and spin comes out at 210.0 kJ/mol. The HOMO energy is -8.42 eV. The strongest force on any atom is 5.32 eV Å⁻¹.

Each line ends with the Löwdin charge.
Atoms and positions in Å:
C: -0.746246 0.312618 5.241513  -0.455
C: 0.722727 -2.046920 1.467082  -0.237
C: -1.261952 2.388834 0.962051  -0.148
C: -0.483541 1.691795 -4.170521  -0.171
C: -1.621856 -0.151802 -5.224358  -0.169
C: 1.359050 -1.518816 2.741521  -0.608
C: 0.050116 0.564404 1.686101  -0.363
N: -0.065880 1.867011 1.423360  -0.224
N: -0.300990 0.448195 -4.921610  -0.215
O: -0.044851 -0.469670 5.713770  0.192
O: -1.518360 1.058008 4.823564  0.202
S: 1.517416 0.234671 2.628156  0.849
H: 1.146617 -1.765162 0.501443  0.064
H: 0.591764 -3.250889 1.580175  0.124
H: -0.255185 -1.613506 1.457789  0.005
H: -1.907902 1.578377 0.783104  0.060
H: -1.900013 2.914870 1.707602  0.101
H: -1.129057 2.900149 -0.006486  0.092
H: -0.986829 2.470875 -4.729120  0.067
H: -1.187130 1.436565 -3.377234  0.047
H: 0.514677 1.882627 -3.594863  0.110
H: -2.293879 0.578127 -5.759230  0.086
H: -1.436901 -0.986766 -5.941086  0.074
H: -2.086139 -0.560198 -4.289729  0.078
H: 2.456619 -1.857850 2.882041  0.090
H: 0.660577 -1.908371 3.568924  0.091
H: 0.767774 2.500267 1.792928  0.165
H: 0.091972 -0.259205 -4.286169  0.092

Forces on atoms 1 to 2 (eV/Å):
-0.4 -0.2 0.2
-0.4 -3.4 0.4